No. 1
ORCA calculation (ωB97M-V/def2-TZVPD) on C3H9N3OS in the gas phase.

CARTESIAN COORDINATES (ANGSTROEM)
1 C -1.990 -1.099 1.035
2 C -1.472 -0.705 -0.483
3 C -0.097 -0.316 -0.050
4 H -1.959 -0.203 1.712
5 H -1.199 -1.790 1.358
6 H -3.060 -1.582 1.193
7 H -1.538 -1.650 -0.914
8 H -2.041 0.343 -2.202
9 H -1.835 1.369 -0.651
10 H -1.203 0.937 1.003
11 H 0.796 2.430 0.656
12 H 2.234 0.461 1.008
13 N -2.179 0.370 -1.042
14 N -0.208 0.904 0.852
15 N 0.938 -0.724 -0.551
16 O 0.149 2.003 0.028
17 S 2.507 -0.467 -0.076

E_HOMO	-8.697	eV
relative energy (zero: lowest compared OMol25 entry of this formula, charge and spin)	452.54	kJ/mol
gap between HOMO and LUMO	9.32	eV
calculated total energy	-20605.432	eV

And the Mulliken charges, in e, turn out to be: C -0.95; C -0.54; C 0.78; H 0.24; H 0.37; H 0.30; H 0.44; H 0.29; H 0.35; H 0.28; H 0.37; H 0.13; N -0.60; N -0.53; N -0.44; O -0.37; S -0.13

***

No. 2
ORCA calculation (ωB97M-V/def2-TZVPD) on 2 unconnected molecules or ions with the total composition C14H16O.

CARTESIAN COORDINATES (ANGSTROEM)
1 C -2.356 2.133 0.408
2 C 0.546 2.940 2.857
3 C 0.671 1.681 3.349
4 C -0.527 3.062 2.003
5 C -1.129 1.954 1.389
6 C 0.192 0.491 2.820
7 C -0.724 0.592 1.683
8 H 1.241 3.680 3.312
9 H 1.238 1.735 4.375
10 H -0.968 4.140 1.882
11 H 0.491 -0.484 3.135
12 H -3.011 1.222 0.436
13 H -2.223 2.314 -0.584
14 H -1.061 -0.081 0.993
15 H -2.976 3.028 0.800
16 C 0.062 -4.022 -0.988
17 C 0.552 -0.335 -1.087
18 C 0.303 -1.593 -0.636
19 C 0.939 -0.014 -2.407
20 C 0.354 -2.670 -1.537
21 C 1.140 -1.113 -3.256
22 C 0.812 -2.420 -2.839
23 O 1.110 1.356 -2.590
24 H 0.356 0.500 -0.376
25 H 0.064 -1.791 0.355
26 H 2.037 1.512 -3.010
27 H 1.702 -1.082 -4.205
28 H 1.029 -4.565 -0.550
29 H -0.079 -4.725 -1.930
30 H 1.048 -3.302 -3.364
31 H -0.831 -4.140 -0.436

E_HOMO (spin up / spin down)	0.734 / -3.698	eV
relative energy (zero: lowest compared OMol25 entry of this formula, charge and spin)	261.22	kJ/mol
total charge	-1
gap between HOMO and LUMO (spin up / spin down)	2.27 / 6.62	eV
calculated total energy	-16821.204	eV
spin multiplicity	2

And the Mulliken charges, in e, turn out to be: C -1.50; C -0.81; C 0.17; C -0.12; C 0.88; C -1.16; C -1.08; H 0.29; H 0.15; H 0.12; H 0.30; H 0.31; H 0.35; H 0.85; H 0.34; C -1.32; C 0.20; C -0.71; C -0.19; C 0.68; C -0.49; C -0.81; O -0.45; H 0.49; H 0.58; H 0.31; H 0.28; H 0.26; H 0.31; H 0.36; H 0.40

***

No. 3
ORCA calculation (ωB97M-V/def2-TZVPD) on a molecular structure, C33H65Li3O11.

CARTESIAN COORDINATES (ANGSTROEM)
1 Li 32.382 -23.816 -23.046
2 Li 31.341 -25.307 -20.910
3 Li 30.823 -22.352 -20.758
4 O 28.272 -24.480 -23.359
5 C 29.277 -24.089 -22.559
6 O 29.205 -23.091 -21.789
7 O 30.362 -24.681 -22.634
8 H 28.623 -25.248 -23.816
9 C 30.997 -29.508 -22.224
10 C 32.370 -29.449 -21.475
11 C 32.574 -27.931 -21.238
12 O 31.466 -27.310 -21.855
13 C 30.363 -28.135 -21.983
14 H 30.489 -30.412 -21.888
15 H 31.258 -29.588 -23.279
16 H 33.080 -29.864 -22.191
17 H 32.333 -29.911 -20.489
18 H 33.530 -27.568 -21.615
19 H 32.579 -27.697 -20.173
20 H 29.756 -27.793 -22.821
21 H 29.740 -28.169 -21.089
22 C 25.233 -24.384 -19.854
23 C 23.701 -24.282 -19.807
24 C 23.498 -22.742 -19.910
25 O 24.436 -22.439 -20.932
26 C 25.640 -23.178 -20.616
27 H 25.518 -25.305 -20.363
28 H 25.631 -24.345 -18.840
29 H 23.311 -24.694 -18.876
30 H 23.326 -24.824 -20.675
31 H 23.682 -22.121 -19.033
32 H 22.500 -22.469 -20.251
33 H 26.344 -22.527 -20.099
34 H 26.119 -23.450 -21.556
35 C 25.317 -27.934 -22.512
36 C 25.975 -29.029 -21.672
37 C 26.874 -29.730 -22.683
38 O 27.334 -28.687 -23.548
39 C 26.570 -27.488 -23.259
40 H 24.977 -27.121 -21.870
41 H 24.494 -28.362 -23.084
42 H 25.320 -29.754 -21.191
43 H 26.646 -28.534 -20.969
44 H 26.257 -30.416 -23.262
45 H 27.662 -30.308 -22.200
46 H 26.324 -27.016 -24.210
47 H 27.136 -26.712 -22.743
48 C 29.666 -26.981 -27.289
49 C 28.552 -26.086 -27.730
50 C 27.871 -25.637 -26.454
51 O 28.528 -26.371 -25.423
52 C 29.208 -27.499 -25.973
53 H 30.610 -26.437 -27.257
54 H 29.812 -27.738 -28.059
55 H 27.792 -26.586 -28.331
56 H 28.905 -25.206 -28.267
57 H 26.790 -25.776 -26.452
58 H 28.133 -24.604 -26.226
59 H 28.538 -28.350 -26.101
60 H 29.950 -27.862 -25.262
61 C 28.044 -26.735 -18.617
62 C 29.148 -26.810 -17.569
63 C 30.368 -26.146 -18.246
64 O 29.944 -25.829 -19.541
65 C 28.537 -25.618 -19.513
66 H 27.110 -26.605 -18.070
67 H 27.941 -27.678 -19.154
68 H 29.369 -27.800 -17.170
69 H 28.892 -26.191 -16.709
70 H 31.193 -26.859 -18.223
71 H 30.617 -25.251 -17.677
72 H 28.083 -25.637 -20.503
73 H 28.343 -24.624 -19.109
74 C 34.835 -26.820 -25.420
75 C 33.550 -27.376 -24.995
76 C 32.665 -26.145 -25.037
77 O 33.530 -25.111 -24.548
78 C 34.886 -25.428 -24.816
79 H 34.858 -26.762 -26.508
80 H 35.691 -27.439 -25.150
81 H 33.574 -27.785 -23.985
82 H 33.172 -28.202 -25.598
83 H 31.723 -26.340 -24.525
84 H 32.417 -25.724 -26.011
85 H 35.228 -25.537 -23.787
86 H 35.315 -24.689 -25.492
87 C 26.655 -20.124 -25.437
88 C 26.363 -21.015 -24.230
89 C 27.329 -20.453 -23.164
90 O 27.707 -19.175 -23.643
91 C 26.946 -18.789 -24.778
92 H 25.791 -19.982 -26.087
93 H 27.556 -20.441 -25.962
94 H 26.463 -22.097 -24.322
95 H 25.347 -20.854 -23.868
96 H 28.217 -21.084 -23.183
97 H 26.796 -20.493 -22.214
98 H 27.642 -18.239 -25.412
99 H 26.058 -18.255 -24.439
100 C 30.597 -20.777 -25.314
101 C 29.942 -21.974 -25.892
102 C 30.975 -23.036 -25.768
103 O 31.727 -22.666 -24.605
104 C 31.320 -21.387 -24.163
105 H 29.950 -19.951 -25.016
106 H 31.347 -20.336 -25.971
107 H 29.679 -21.743 -26.924
108 H 29.070 -22.366 -25.369
109 H 31.657 -23.049 -26.618
110 H 30.426 -23.950 -25.542
111 H 32.198 -20.748 -24.067
112 H 30.661 -21.497 -23.302

E_HOMO	-13.253	eV
total charge	+2
gap between HOMO and LUMO	5.22	eV
calculated total energy	-58399.359	eV

Atom charges from the Mulliken analysis, given in e for atoms 1 to 99: Li 0.93; Li 0.96; Li 0.85; O -0.03; C 1.38; O -0.71; O -1.09; H -0.39; C -0.60; C -0.78; C -0.59; O 0.02; C 1.01; H 0.48; H 0.26; H 0.31; H 0.36; H 0.31; H 0.29; H -0.89; H -0.14; C 0.74; C -0.61; C -0.51; O -0.46; C 0.19; H -0.67; H 0.15; H 0.40; H 0.25; H 0.25; H 0.35; H 0.19; H -0.24; C -0.46; C 0.10; C -0.55; O -0.41; C 1.22; H 0.04; H 0.32; H 0.52; H -0.51; H 0.40; H 0.20; H -0.07; H -0.84; C -0.25; C -0.78; C -0.14; O -0.31; C -0.06; H -0.16; H 0.53; H 0.26; H 0.37; H 0.39; H -0.20; H 0.32; H -0.19; C -0.12; C -1.02; C -0.46; O 0.05; C 0.04; H 0.43; H 0.04; H 0.36; H 0.31; H 0.33; H 0.30; H -0.63; H 0.44; C -0.92; C 0.10; C 0.72; O -0.30; C -0.57; H 0.31; H 0.43; H -0.26; H 0.44; H -0.40; H -0.17; H 0.34; H 0.27; C -0.17; C -0.49; C 0.60; O -0.52; C -0.58; H 0.41; H -0.15; H 0.09; H 0.43; H -0.56; H 0.30; H 0.31; H 0.37

***

No. 4
ORCA calculation (ωB97M-V/def2-TZVPD) on a molecular structure, C41H57N7O2PS2SbSe4Sn.

CARTESIAN COORDINATES (ANGSTROEM)
1 Sn -0.313 -0.025 0.342
2 C -4.846 1.508 -0.600
3 C -3.814 0.988 0.355
4 N -2.562 1.206 0.206
5 N -2.177 2.036 -0.789
6 C -2.028 1.684 -1.975
7 N -1.600 2.585 -2.926
8 S -2.534 0.141 -2.703
9 C -4.240 0.206 1.500
10 C -5.228 -0.759 1.317
11 C -5.532 -1.595 2.376
12 C -4.864 -1.417 3.579
13 C -3.944 -0.378 3.672
14 N -3.626 0.416 2.664
15 H -4.586 2.524 -0.910
16 H -5.828 1.507 -0.137
17 H -4.875 0.886 -1.498
18 H -1.783 3.546 -2.667
19 H -1.901 2.340 -3.858
20 H -5.687 -0.893 0.349
21 H -6.216 -2.422 2.256
22 H -5.002 -2.115 4.398
23 H -3.415 -0.201 4.598
24 C 1.650 -3.850 1.000
25 C 0.857 -4.160 -0.206
26 C 0.870 -5.493 -0.697
27 C 0.280 -5.755 -1.894
28 C -0.498 -4.757 -2.530
29 C -1.164 -4.952 -3.750
30 C -2.049 -4.012 -4.210
31 C -2.343 -2.891 -3.431
32 C -1.665 -2.644 -2.262
33 S -2.122 -1.228 -1.261
34 C -0.653 -3.532 -1.824
35 N 0.119 -3.227 -0.767
36 H 1.185 -4.363 1.855
37 H 1.670 -2.782 1.193
38 H 2.668 -4.227 0.902
39 H 1.347 -6.253 -0.096
40 H 0.340 -6.730 -2.356
41 H -0.995 -5.869 -4.299
42 H -2.577 -4.143 -5.145
43 H -3.121 -2.214 -3.752
44 Se -4.194 -4.574 2.076
45 Sb -2.050 -3.532 2.554
46 Se -0.849 -5.647 2.755
47 Se -2.506 -3.490 4.943
48 Se -1.239 -1.683 1.419
49 C 3.759 0.184 0.683
50 C 2.411 -0.159 0.087
51 C 2.561 -1.132 -1.042
52 O 1.634 -0.647 1.028
53 H 4.511 0.360 -0.083
54 H 4.049 -0.659 1.304
55 H 3.668 1.067 1.315
56 H 2.048 0.792 -0.381
57 H 3.034 -2.029 -0.658
58 H 3.156 -0.709 -1.848
59 H 1.575 -1.405 -1.405
60 C 3.597 1.045 -4.956
61 N 2.622 0.372 -4.156
62 N 1.870 1.078 -3.229
63 C 0.807 0.310 -2.832
64 O 0.058 0.632 -1.937
65 C 0.824 -0.850 -3.667
66 C 1.922 -0.762 -4.458
67 C 2.399 -1.715 -5.494
68 C 2.261 2.289 -2.645
69 C 1.422 3.385 -2.804
70 C 1.736 4.580 -2.186
71 C 2.894 4.683 -1.430
72 C 3.722 3.584 -1.268
73 C 3.416 2.385 -1.882
74 H 4.201 1.690 -4.314
75 H 3.133 1.660 -5.741
76 H 4.247 0.304 -5.420
77 H 0.124 -1.661 -3.612
78 H 1.824 -2.635 -5.419
79 H 3.455 -1.950 -5.357
80 H 2.264 -1.293 -6.492
81 H 0.510 3.265 -3.374
82 H 1.073 5.431 -2.295
83 H 3.147 5.619 -0.950
84 H 4.606 3.650 -0.648
85 H 4.032 1.510 -1.732
86 C 0.457 2.453 0.212
87 C 1.045 2.015 1.514
88 C 1.932 3.121 2.033
89 P -0.278 1.311 2.545
90 C -0.784 2.846 3.507
91 C 0.052 3.232 4.718
92 C -2.249 2.797 3.919
93 C 0.582 0.100 3.686
94 C -0.441 -0.552 4.620
95 C 1.870 0.488 4.388
96 H 0.960 2.010 -0.631
97 H 0.646 3.523 0.054
98 H -0.615 2.391 0.152
99 H 1.748 1.202 1.366
100 H 1.386 4.050 2.197
101 H 2.687 3.305 1.257
102 H 2.463 2.840 2.942
103 H -0.681 3.634 2.738
104 H -0.098 2.520 5.525
105 H -0.260 4.216 5.077
106 H 1.112 3.286 4.496
107 H -2.402 2.059 4.703
108 H -2.882 2.515 3.080
109 H -2.572 3.774 4.294
110 H 0.899 -0.662 2.956
111 H -0.763 0.124 5.411
112 H -0.040 -1.460 5.075
113 H -1.316 -0.846 4.024
114 H 1.706 1.187 5.203
115 H 2.584 0.913 3.678
116 H 2.321 -0.417 4.799

E_HOMO	0.137	eV
relative energy (zero: lowest compared OMol25 entry of this formula, charge and spin)	506.11	kJ/mol
total charge	-2
gap between HOMO and LUMO	2.97	eV
calculated total energy	-362675.337	eV

Atom charges from the Mulliken analysis, given in e for atoms 1 to 99: Sn 0.93; C -2.15; C 0.99; N 0.78; N -1.06; C 0.25; N -0.17; S -0.82; C 0.83; C -1.47; C -0.55; C -1.19; C 0.18; N 0.27; H 0.36; H 0.57; H 0.31; H 0.32; H 0.28; H 0.40; H 0.40; H 0.43; H 0.30; C -0.50; C 0.75; C -1.42; C -1.06; C 0.49; C -0.63; C -1.24; C 0.16; C 0.03; S 1.20; C -0.61; N 0.81; H 0.12; H -0.69; H 0.51; H 0.50; H 0.38; H 0.39; H 0.37; H 0.48; Se -0.83; Sb 0.74; Se -0.82; Se -0.81; Se -0.41; C -1.91; C 1.20; C -0.95; O -0.67; H 0.49; H 0.56; H 0.04; H 0.22; H 0.72; H 0.27; H -0.84; C -1.22; N -0.10; N 1.53; C -0.05; O 0.14; C 0.06; C -0.21; C -2.01; C -0.93; C 0.05; C -0.96; C -0.33; C -1.17; C 0.76; H 0.42; H 0.32; H 0.37; H 0.15; H 0.44; H 0.40; H 0.31; H 0.56; H 0.39; H 0.38; H 0.31; H 0.83; C -1.66; C 1.55; C -2.00; P 2.03; C 0.55; C -1.99; C -1.29; C 2.56; C -0.68; C -1.84; H -0.66; H 0.56; H 0.19; H -0.46

***

Q: The highest calculated total energy belongs to which entry?
A: C14H16O

***

Q: Which value of calculated total energy does entry 3 give?
A: -58399.359 eV

***

Q: Which value of calculated total energy does entry 2 give?
A: -16821.204 eV

***

Q: Among the records above, which one has the lowest calculated total energy?
A: C41H57N7O2PS2SbSe4Sn